14
Properties=species:S:1:pos:R:3:forces:R:3:nbo_charge:R:1 method="wB97M-V/def2-TZVPD" total_charge=0 orbital_gap_ev=10.852 largest_force_ev_per_a=2.1 molar_mass_g_mol=71.12 smiles="C=NC.C=C" e_above_lowest_ev=2.172 e_tot_ev=-5781.6404
C 1.9372 -1.2660 -0.5300 0.11 -0.04 0.12 -0.062
N 1.9146 -0.4567 0.4369 0.53 -0.04 -0.53 -0.379
C 2.1162 0.9446 0.0602 -0.75 0.14 0.51 -0.454
H 1.9080 -2.3367 -0.3473 -0.21 -0.01 0.07 0.171
H 2.0368 -0.9411 -1.5722 -0.01 -0.02 -0.02 0.134
H 3.1752 1.1822 -0.0397 0.01 -0.12 0.06 0.205
H 1.5882 1.2098 -0.8611 0.14 -0.07 -0.10 0.181
H 1.6940 1.5522 0.8621 0.17 0.15 -0.10 0.204
C -3.0006 0.4103 -0.1178 0.03 1.03 1.78 -0.393
C -2.4636 -0.4133 0.7874 -0.30 -0.42 -1.95 -0.385
H -3.6452 1.1908 0.2910 0.41 0.39 -0.45 0.183
H -2.6999 0.4860 -1.1517 -0.58 -0.73 -0.26 0.199
H -2.4560 -0.2263 1.8482 -0.51 -0.37 0.12 0.204
H -2.1050 -1.3358 0.3340 0.96 0.10 0.75 0.192